(1)
DFT (wB97M-V/def2-TZVPD) results for a molecular structure, C3H4N2O2 at a distorted geometry.

Last column: Mulliken charge in e.
Atoms and positions in Å:
1 O 2.00998 0.64668 -0.99620  -0.57
2 O 1.40639 0.54127 1.20911  -0.30
3 N -1.78352 -0.37528 -0.12826  -0.41
4 N 0.50831 -1.03165 -0.16166  -0.38
5 C 1.52441 0.08905 -0.04973  0.89
6 C 0.10716 1.04610 0.64556  -0.83
7 C -0.49276 -0.14678 0.16745  0.55
8 H -1.97982 -0.94609 -0.93866  0.26
9 H 0.67645 -1.88813 0.36215  0.26
10 H -2.44073 0.36549 0.07082  0.26
11 H 0.46414 1.69932 -0.18058  0.27

Force components x, y, z for each atom (eV/Å):
O 1.161 -1.227 0.141
O 0.355 0.539 -0.736
N 0.172 0.232 -0.194
N 0.021 0.089 -0.034
C 0.730 -0.580 -0.413
C -0.650 -0.059 0.309
C -0.111 0.148 -0.180
H 0.005 -0.109 0.208
H -0.128 0.148 -0.116
H 0.127 -0.009 0.005
H -1.682 0.828 1.009

Calculated values
Net charge = 0
LUMO = 0.61 eV
Gap between HOMO and LUMO = 9.2 eV


(2)
DFT (wB97M-V/def2-TZVPD) results for 4 unconnected molecules or ions with the total composition C26H58Cl2F5N5O4PS at a distorted geometry.

Last column: Mulliken charge in e.
Atoms and positions in Å:
1 Cl -2.89021 2.67707 -4.01726  -0.12
2 Cl -4.09744 4.74552 -2.30006  -0.13
3 S -1.31334 0.00479 -1.81170  1.49
4 P -3.93737 0.85592 0.31449  0.04
5 F -2.07791 -1.58654 -4.38997  -0.22
6 F -3.72658 -1.14155 -2.12771  -0.24
7 F -2.29750 -2.24001 -1.03466  -0.23
8 F -0.81672 -2.73109 -3.09892  -0.16
9 F -2.81651 -3.28803 -3.43359  -0.25
10 O -3.46197 4.10430 0.67270  -0.37
11 O -0.40112 0.15209 -2.86842  -0.72
12 O -0.60563 -0.24244 -0.60831  -0.61
13 O -4.93596 1.75651 1.25106  -0.38
14 N 4.07048 -2.34167 0.75540  0.18
15 N -3.01935 3.36455 -0.40578  -0.38
16 N -3.31744 -0.32744 1.33664  -0.53
17 N -3.11742 9.19574 -0.19291  0.24
18 N 3.27019 -9.84788 1.76766  0.08
19 C -2.38891 10.06483 -1.10382  -0.33
20 C 5.53860 -10.88012 2.36283  -0.96
21 C 5.32528 -1.92979 0.15119  -0.28
22 C 3.92684 -3.78703 0.83996  -0.66
23 C 4.71381 -7.73858 1.97352  -0.67
24 C -2.46894 2.00354 -0.13447  -0.46
25 C -3.71265 8.05100 -0.85589  -0.40
26 C -1.99853 -2.27986 -3.30602  0.66
27 C -5.09345 10.77063 0.23759  -1.01
28 C 5.60380 -0.43892 0.26014  -1.41
29 C 4.01748 -10.81243 2.55936  -0.72
30 C -2.35284 4.65006 1.43709  -0.17
31 C 3.03184 -11.39497 -0.17259  -1.45
32 C 2.54418 -1.67073 -1.19033  -0.50
33 C -2.38727 4.15565 2.88166  -1.26
34 C -1.56648 11.13747 -0.40830  -1.43
35 C 3.37524 -10.00072 0.32772  -0.25
36 C -2.45750 -1.45987 -2.06969  0.52
37 C 3.38232 -8.46541 2.20127  -0.78
38 C 2.89069 -1.62533 0.30457  -0.89
39 C -4.81815 8.30709 -1.89079  -1.11
40 C -4.00695 3.13652 -1.50995  -0.47
41 C -3.97243 9.87072 0.77406  -0.67
42 C -3.38907 1.99180 -2.45235  0.76
43 C 3.84286 -4.58577 -0.46650  -0.72
44 C -2.16240 1.57982 -1.58465  -1.60
45 H 2.03178 -2.59469 -1.45545  0.12
46 H 5.82537 -10.81450 1.31261  0.24
47 H 3.09592 -11.41935 -1.26137  0.43
48 H -3.46019 -1.25287 0.95294  0.33
49 H -1.94655 4.94027 3.48922  0.45
50 H 5.46848 -8.03854 2.69846  0.30
51 H 5.91484 -11.83128 2.74480  0.37
52 H 4.77707 -4.16832 1.41444  0.34
53 H 2.85998 -4.50244 -0.92859  0.18
54 H 3.80302 -10.63721 3.61686  0.34
55 H 5.62248 -0.11761 1.30269  0.33
56 H 2.59632 -7.89680 1.69195  0.40
57 H 4.00136 -5.64540 -0.25351  0.21
58 H -2.35697 -0.18821 1.63441  0.33
59 H -4.12870 1.25073 -2.70546  0.35
60 H -4.09553 7.35948 -0.09590  0.14
61 H 2.01704 -11.67614 0.11248  0.34
62 H -1.38809 4.35572 1.02059  0.31
63 H -3.05572 10.55112 -1.83126  0.26
64 H 6.13614 -2.45644 0.66149  0.46
65 H -1.73233 3.29359 2.98020  0.30
66 H -1.64092 1.99017 0.56404  0.80
67 H 3.04812 -4.01634 1.45022  0.27
68 H 4.86505 0.15907 -0.27601  0.27
69 H -2.18867 11.83535 0.15257  0.31
70 H 2.67734 -9.29942 -0.13959  0.40
71 H -5.96582 10.19433 -0.06565  0.29
72 H -3.39444 3.95262 3.22418  0.29
73 H 2.02821 -1.97591 0.87916  0.30
74 H -2.90245 7.50384 -1.35545  0.40
75 H -3.33640 10.47191 1.42690  0.42
76 H 1.86548 -0.85150 -1.43140  0.14
77 H -5.76854 8.53890 -1.41444  0.26
78 H -1.38883 2.28334 -1.91331  0.54
79 H -4.56812 9.10944 -2.58343  0.29
80 H 5.38897 -2.22138 -0.90866  0.25
81 H -0.83796 10.69541 0.27291  0.33
82 H 2.99771 -0.57660 0.59564  0.36
83 H 3.12813 -8.40970 3.26349  0.34
84 H 3.60495 -11.80484 2.36367  0.40
85 H 6.57654 -0.21522 -0.17945  0.43
86 H 4.56480 -6.66330 2.10169  0.14
87 H -1.70091 9.44535 -1.68712  0.41
88 H -2.34990 3.98313 -0.89338  0.72
89 H 3.72159 -12.15030 0.20544  0.30
90 H -4.76876 11.38043 -0.60589  0.25
91 H 5.11021 -7.89448 0.96972  0.25
92 H 4.59787 -4.28461 -1.19270  0.28
93 H 6.05313 -10.09438 2.91320  0.29
94 H 3.42372 -1.56433 -1.82626  0.30
95 H -5.03214 2.99883 -1.21730  0.47
96 H -1.02253 11.72043 -1.15197  0.43
97 H -5.85310 1.51149 1.06120  0.39
98 H -4.97748 7.40396 -2.48673  0.27
99 H -2.41179 5.73390 1.38885  0.49
100 H -5.42340 11.45149 1.02405  0.38
101 H 4.37630 -9.73186 -0.04481  0.23
102 H -4.40726 9.12018 1.44073  0.32

Force components x, y, z for each atom (eV/Å):
Cl 0.265 -0.590 0.097
Cl -0.202 -0.219 0.240
S 1.606 0.441 1.054
P -1.378 -1.047 -0.121
F 0.162 1.463 -1.657
F -1.160 0.729 -0.602
F 0.370 -0.748 1.397
F 2.226 -0.496 0.261
F -1.206 -1.386 0.152
O -0.569 -0.294 -0.065
O -0.242 0.267 -2.838
O -0.799 -0.289 2.273
O 0.579 0.282 0.059
N -0.123 -0.095 0.158
N 0.600 -0.294 -0.418
N 0.706 1.001 -0.521
N 0.030 -0.263 0.162
N -0.096 0.094 0.151
C 0.013 0.191 -0.107
C 0.015 -0.047 0.147
C 0.082 0.083 -0.171
C 0.126 -0.181 0.110
C 0.000 0.130 0.134
C -1.136 -1.093 0.492
C 0.069 -0.129 -0.168
C -1.292 0.364 0.720
C -0.079 -0.046 0.116
C -0.027 0.050 -0.005
C 0.055 -0.294 0.022
C 0.428 0.110 0.852
C 0.010 -0.048 0.001
C -0.158 0.024 0.022
C 0.416 0.259 -0.520
C -0.012 0.026 0.050
C 0.124 -0.068 -0.136
C 0.730 -0.121 -0.690
C -0.136 0.181 -0.041
C -0.080 0.270 -0.036
C -0.072 -0.219 0.046
C -0.525 1.558 -1.905
C -0.025 0.237 0.197
C 0.301 1.436 0.713
C -0.119 -0.138 0.046
C -0.263 0.638 -0.339
H 0.099 -0.037 -0.084
H -0.023 0.009 -0.008
H -0.009 0.027 0.006
H 0.115 -0.034 0.142
H -0.062 0.064 0.221
H 0.052 -0.051 -0.071
H -0.016 -0.002 -0.014
H 0.062 0.113 -0.031
H 0.033 0.051 -0.075
H -0.042 0.174 -0.046
H -0.065 -0.011 -0.003
H -0.002 -0.091 -0.090
H 0.018 0.015 0.012
H -0.111 -0.356 0.305
H -0.104 -0.283 0.476
H -0.052 0.121 0.085
H 0.028 -0.008 0.067
H -0.099 -0.004 -0.429
H 0.027 0.028 -0.021
H -0.105 -0.127 0.016
H -0.282 -0.296 0.188
H 0.280 0.293 -0.135
H -0.048 0.113 -0.029
H 0.010 0.001 0.009
H 0.016 -0.005 -0.001
H 0.031 0.105 0.124
H 0.007 0.037 -0.107
H -0.101 -0.066 0.036
H 0.087 -0.163 0.021
H 0.074 0.129 -0.020
H 0.084 -0.008 -0.100
H 0.018 0.018 -0.011
H 0.000 0.084 -0.031
H 0.450 -0.464 -0.226
H 0.037 0.015 0.035
H 0.049 0.023 -0.017
H -0.051 -0.008 0.039
H 0.118 -0.020 -0.010
H 0.043 -0.123 0.014
H -0.034 0.050 -0.102
H 0.004 -0.027 0.014
H -0.011 -0.008 -0.005
H -0.114 -0.120 0.005
H 0.411 -0.310 0.188
H -0.017 0.001 -0.003
H 0.024 -0.011 -0.001
H -0.007 -0.038 0.004
H -0.001 0.033 0.016
H 0.040 0.050 -0.098
H 0.023 -0.030 0.030
H 0.030 -0.601 0.759
H -0.002 -0.028 -0.013
H 0.153 0.059 0.081
H -0.015 0.056 -0.017
H -0.302 0.064 -0.229
H 0.021 0.001 -0.003
H -0.002 -0.015 -0.061
H 0.023 -0.123 -0.134

Calculated values
Net charge = +1
LUMO = -3.13 eV
Gap between HOMO and LUMO = 6.0 eV


(3)
DFT (wB97M-V/def2-TZVPD) results for 2 unconnected molecules or ions with the total composition C2H7NO2S2 at a distorted geometry.

Last column: Mulliken charge in e.
Atoms and positions in Å:
1 S -2.88319 0.30109 -2.98288  -0.45
2 S -1.38186 0.57635 -1.80657  0.59
3 O -0.95221 1.97426 -1.78863  -0.59
4 O -0.19031 -0.40524 -2.47410  -0.49
5 N 0.34219 -0.56738 0.56834  -0.05
6 C -0.46949 0.42603 0.57427  -0.50
7 C 1.79314 -0.58804 0.37421  -0.77
8 H -1.40596 0.49314 1.08592  0.38
9 H 2.21705 -0.99839 1.32935  0.32
10 H -0.23936 1.48024 0.34920  0.38
11 H 2.32510 0.29736 0.11962  0.32
12 H -0.04735 -1.42417 0.91242  0.24
13 H 1.92906 -1.45545 -0.28882  0.30
14 H -0.42137 -0.65205 -3.40320  0.32

Force components x, y, z for each atom (eV/Å):
S -0.464 -0.360 -0.159
S 0.079 -0.157 0.454
O 0.624 0.385 -0.251
O 0.057 0.107 -0.321
N 0.489 0.524 1.054
C -0.751 2.421 -1.082
C -0.232 -3.117 1.099
H -0.659 -1.286 0.134
H -0.261 0.725 -0.547
H 0.955 -0.803 -0.336
H -0.326 0.778 -0.531
H 0.067 -0.473 0.030
H 0.500 0.809 -0.450
H -0.080 0.446 0.904

Calculated values
Net charge = 0
LUMO (alpha / beta) = -0.53 / -0.53 eV
Gap between HOMO and LUMO (alpha / beta) = 7.2 / 7.2 eV


(4)
DFT (wB97M-V/def2-TZVPD) results for a molecular structure, C25H38BrCaCsF2LiN2O17S at a distorted geometry.

Last column: Mulliken charge in e.
Atoms and positions in Å:
1 Cs -2.46793 9.85883 -0.02966  0.32
2 Br 1.72729 -4.16361 0.60810  -0.65
3 Ca 3.34764 3.07680 4.88983  1.09
4 S -2.49028 -1.00987 -1.95854  -0.33
5 F -0.42301 -4.97650 0.65207  -0.18
6 F 1.81629 -0.89733 1.18109  -0.62
7 O -2.41910 6.45955 0.31673  -0.24
8 O 2.78617 0.21763 7.04866  -0.51
9 O -3.66359 -3.87495 -8.65717  -0.64
10 O -2.98389 4.77560 1.56021  -0.61
11 O 1.97322 0.31348 10.74556  -0.57
12 O -2.10714 -6.07410 -4.10290  -0.57
13 O -0.45624 -0.55763 0.48073  -0.56
14 O 1.09890 4.25951 5.35281  -0.82
15 O -1.40518 -3.50930 -4.57243  -0.10
16 O -4.43392 -6.39390 -8.15819  -0.58
17 O -1.90561 4.38643 -0.40420  -0.46
18 O -0.45202 -4.03984 -2.14597  -0.77
19 O 2.77766 2.37024 10.45836  -0.52
20 O 4.00161 0.76623 9.94444  -0.51
21 O -2.03183 -4.00389 1.76189  -0.51
22 O 0.10518 -0.06317 -3.58107  -0.59
23 O 3.91705 -2.37604 -1.88585  -0.36
24 N -2.01435 -3.51114 -0.46759  -0.13
25 N 1.33358 -1.72830 -0.63681  0.12
26 C -3.68628 -5.74955 -7.25291  0.33
27 C -0.01339 -1.19726 -0.41615  -0.25
28 C -0.07675 1.15073 -2.85762  0.18
29 C -1.68101 2.87778 2.36858  -1.36
30 C -0.19561 3.23839 7.03454  -1.65
31 C -0.78342 -1.62998 -1.74696  2.10
32 C -3.30027 -4.34291 -7.59089  0.99
33 C -3.01034 3.35128 1.83991  -0.18
34 C -2.48998 -5.58903 -5.14635  0.97
35 C -2.12541 -4.16940 -5.47355  0.09
36 C -2.38720 5.13020 0.39654  0.76
37 C 2.86458 1.10359 10.40259  0.81
38 C -3.30391 -6.32709 -6.11034  -1.06
39 C -1.75907 6.99826 -0.82531  -0.08
40 C 1.67329 -1.35781 -2.02396  0.91
41 C -2.51075 -3.59685 -6.62495  -0.74
42 C -1.01349 -3.18595 -1.52358  -0.65
43 C 1.02357 1.92028 5.29732  -0.51
44 C 4.65826 -1.17334 -1.83501  0.05
45 C 6.06190 -1.35486 -1.24306  -1.35
46 C 1.07131 3.19023 6.17699  0.39
47 C 1.22760 1.98603 -2.64221  -1.30
48 C -1.49502 -4.15513 0.71278  0.60
49 C 2.75152 -2.24863 -2.66683  -1.30
50 C 0.31104 -1.18543 -2.75448  -0.59
51 Li -4.65464 4.41345 0.62621  0.27
52 H -1.73717 1.83085 2.66655  0.44
53 H -4.56703 -5.75743 -8.88549  0.35
54 H 2.11997 1.44304 -2.98850  0.35
55 H 6.75404 -1.88993 -1.90964  0.34
56 H 5.96333 -1.82934 -0.25639  0.31
57 H -1.24169 -4.12967 -3.82179  0.14
58 H -2.11536 6.54209 -1.74819  0.27
59 H 1.46600 -2.82291 -0.34624  0.32
60 H -1.09605 3.26806 6.41731  0.33
61 H 1.92132 1.82794 4.67726  0.16
62 H 2.77356 -0.58967 6.51900  0.32
63 H -0.90055 2.97787 1.61487  0.25
64 H 2.13410 -0.36308 -1.86242  -0.05
65 H 4.67322 -0.65573 -2.81975  0.28
66 H 0.96941 1.02611 5.91540  0.27
67 H 1.36092 2.10879 -1.54780  0.34
68 H -3.78143 3.19896 2.59834  0.33
69 H 1.16797 3.01011 -3.04460  0.29
70 H -3.31216 2.78474 0.94782  0.50
71 H -2.76210 -4.07494 -0.85998  0.39
72 H -1.98462 8.05826 -0.85520  -0.36
73 H 2.37042 -3.24870 -2.93911  0.24
74 H 1.90918 3.04366 6.89330  0.33
75 H -1.37519 3.47802 3.22804  0.38
76 H -0.26483 2.35560 7.67858  0.40
77 H -0.67943 6.87158 -0.72782  0.42
78 H 6.47138 -0.33888 -1.08752  0.36
79 H -0.75307 1.77505 -3.47254  0.60
80 H 0.16691 1.90099 4.62584  0.05
81 H -3.57558 -7.34245 -5.85758  0.43
82 H -0.57811 1.03777 -1.88493  -0.04
83 H 0.32546 -2.01204 -3.50036  0.30
84 H 4.11639 -0.48277 -1.14938  0.19
85 H 3.57183 0.68382 6.74382  0.21
86 H 3.03045 -1.75488 -3.62918  0.43
87 H -2.25405 -2.57685 -6.87428  0.47
88 H -0.19436 4.11496 7.68257  0.33
89 H -2.88009 -0.87073 -0.66139  0.18

Force components x, y, z for each atom (eV/Å):
Cs -0.832 2.490 1.224
Br 3.710 -0.836 0.787
Ca -0.974 1.755 0.701
S 0.019 0.573 -0.280
F -4.278 -0.140 -0.969
F 1.196 0.687 0.741
O -0.072 0.410 0.204
O 0.018 0.053 -0.372
O -0.217 -0.323 -0.135
O -0.594 0.304 -0.418
O 0.055 0.008 -0.011
O 0.064 0.242 0.083
O -0.847 -0.113 -0.151
O 2.720 0.717 -1.085
O -0.426 -0.893 -0.148
O 0.146 0.454 -0.077
O -0.175 -0.076 -0.029
O -0.148 0.083 -0.054
O -0.510 0.310 0.097
O 0.191 -0.541 -0.115
O -0.074 0.011 -0.222
O -0.271 0.338 1.376
O 0.194 -0.072 -0.512
N 2.045 -0.041 -0.345
N -2.519 1.298 -1.281
C -0.177 -0.581 0.113
C 1.269 -0.941 -0.770
C 0.151 1.597 -0.454
C 0.385 0.116 -0.037
C 0.096 -0.636 0.758
C -0.336 -0.127 2.214
C 0.346 0.600 0.225
C 0.407 -0.938 0.517
C -0.242 -0.452 -0.120
C 0.280 0.762 -0.003
C 0.871 0.044 0.139
C 0.339 0.349 -0.166
C 0.093 0.019 0.144
C 0.379 -0.437 -0.566
C 0.156 1.160 1.844
C -0.200 -0.116 -0.298
C 0.270 0.593 -0.125
C -0.723 -0.710 1.035
C -0.363 0.884 0.836
C -0.411 0.334 -0.187
C -1.999 -0.744 -0.767
C -0.098 -0.351 1.059
C -0.356 -0.578 1.050
C -0.352 0.188 -0.845
C 0.136 -3.098 -2.411
Li -0.599 0.154 -0.041
H -0.021 -0.005 -0.078
H -0.005 -0.007 -0.026
H -0.362 0.391 -0.203
H -0.308 -0.073 0.319
H 0.198 -0.047 -0.407
H 0.249 0.284 -0.098
H 0.040 -0.087 0.063
H 0.234 1.048 0.322
H 0.196 0.069 -0.229
H -0.912 -1.196 -0.551
H -0.023 -0.050 0.085
H -0.078 -0.162 -0.062
H -0.163 -0.186 -0.578
H 0.156 -0.450 0.169
H 0.237 -0.087 -0.184
H 0.109 -0.050 -0.480
H -0.041 0.376 0.012
H 0.058 -0.534 -0.209
H 0.219 0.112 -0.163
H 0.030 0.074 0.052
H 0.459 -2.345 -0.736
H 0.151 0.282 0.551
H 0.552 0.209 0.333
H -0.143 -0.046 0.066
H -0.006 0.067 0.043
H -0.024 -0.096 -0.068
H -0.099 -0.418 -0.036
H 0.143 -0.475 0.205
H 0.154 0.422 -0.127
H 0.006 0.002 -0.014
H 0.146 -0.433 -0.382
H -0.021 0.419 0.213
H 0.300 -0.201 -0.265
H 0.298 -0.246 0.443
H -0.243 -0.184 0.284
H 0.027 -0.005 0.041
H 0.123 0.045 -0.120
H 0.625 -0.209 -0.342

Calculated values
Net charge = -1
LUMO = -1.36 eV
Gap between HOMO and LUMO = 1.2 eV


(5)
DFT (wB97M-V/def2-TZVPD) results for 2 unconnected molecules or ions with the total composition C7H8N2O3 at a distorted geometry.

Last column: Mulliken charge in e.
Atoms and positions in Å:
1 O 0.18928 2.60174 -0.51212  -0.65
2 O -2.66432 0.95957 2.36997  -0.68
3 O -2.32079 -0.75052 1.08190  -0.39
4 N -2.50636 0.61595 1.20804  0.77
5 N -1.94554 0.07652 -2.09499  -0.55
6 C -2.34246 1.24746 0.08927  -0.39
7 C 0.34642 0.65824 0.95352  -0.12
8 C -2.09241 0.55790 -1.07741  0.55
9 C 1.09000 -0.87671 -0.64920  -0.58
10 C 0.70129 -0.61149 0.76521  -0.66
11 C 0.96824 0.44864 -1.37451  -0.65
12 C 0.43408 1.42009 -0.35174  0.35
13 H 1.97740 -1.35015 -0.79334  0.51
14 H 0.13175 0.53737 -2.25658  0.24
15 H 0.23088 1.36615 1.80407  0.47
16 H 0.74933 -1.52938 1.35667  0.41
17 H 0.25829 -1.65117 -0.92481  0.20
18 H -2.97292 -1.28325 1.61202  0.34
19 H 1.84639 0.84320 -1.78084  0.48
20 H -2.11241 2.40914 0.07802  0.34

Force components x, y, z for each atom (eV/Å):
O -0.066 -0.642 0.051
O -0.257 1.191 -0.408
O -0.331 -1.671 -0.833
N -0.259 -1.450 1.621
N 0.106 -0.911 -1.676
C 0.477 4.012 1.028
C 0.659 1.985 0.241
C -0.833 -0.088 0.151
C -4.782 -0.129 -0.743
C 0.727 -0.148 -0.076
C -3.611 0.340 -1.870
C 1.161 -0.253 0.807
H 2.675 -1.366 -0.098
H 2.370 -0.719 1.972
H -0.479 -1.406 -0.135
H -0.142 0.879 0.703
H 1.392 1.207 -0.334
H 0.503 1.461 -0.230
H 1.563 0.435 -0.589
H -0.874 -2.729 0.417

Calculated values
SMILES = N#C/C=[N+](/[O-])O.O=C1C=CCC1
Net charge = 0
LUMO = -0.34 eV
Gap between HOMO and LUMO = 9.2 eV